DFT (the ωB97M-V functional and the def2-TZVPD basis) results for a 2-piece molecular cluster, C3H10N4 overall in a non-equilibrium geometry.

Element x y z (Å)
H: -0.9196 -0.3810 2.0907
N: -0.1643 -1.0460 2.2380
C: 0.7733 -0.4885 2.9006
N: 1.9934 -1.0773 3.1568
H: 0.7197 0.5270 3.3199
H: 2.7479 -0.4373 3.3532
H: 2.1941 -1.7983 2.4831
N: -1.1721 0.1356 -0.3111
C: -0.7361 0.1368 -1.6395
C: -0.6082 1.2008 -2.4853
N: -0.3169 0.9814 -3.8598
H: -0.4507 0.6468 0.3150
H: -1.1308 -0.7947 0.1029
H: -0.4983 -0.8299 -2.0828
H: -0.7680 2.2635 -2.2128
H: 0.3026 1.7415 -4.1800
H: -1.1511 1.0114 -4.4112

Cartesian forces, eV/Å:
H -0.1 -0.2 0.5
N 0.6 0.3 0.1
C 0.0 0.4 -0.1
N -0.6 0.0 -0.3
H -0.2 -0.2 0.0
H -0.1 -0.2 0.0
H 0.3 -0.2 0.1
N 1.9 1.0 2.2
C 0.3 1.2 -1.9
C -0.6 -0.7 1.5
N 1.3 0.5 -0.1
H -1.7 -0.7 -1.5
H -0.1 0.1 -0.5
H -0.2 0.1 0.0
H 0.0 -0.8 0.4
H -0.5 -0.7 -0.1
H -0.4 0.0 -0.3

Properties
Charge: 0
Orbital gap (Ha): 0.323
Energy (Ha): -339.28135
Highest occupied orbital energy (eV): -8.0
SMILES: [H]/N=C/N.N/C=C/N
Lowest unoccupied orbital energy (eV): 0.823
Energy relative to the best compared isomer or geometry (same formula, charge and spin) (kJ/mol): 122.3